Formula: C64H54BN12O26
Source: the OMol25 dataset
Level of theory: ωB97M-V/def2-TZVPD

Last column: Mulliken charge in e.
Positions of all 157 atoms, in Å:
O: -3.0574 0.0715 2.7021  -0.249
C: -2.1001 0.3221 2.0727  0.182
O: -1.8955 0.0412 0.8130  -0.613
B: -0.5377 0.4257 0.4272  1.046
O: -0.1566 1.3893 1.4793  -0.931
C: -0.9266 1.2558 2.5462  0.261
O: -0.7630 1.7319 3.6225  -0.558
O: -0.4808 0.9932 -0.9225  -0.651
C: 0.5621 0.4557 -1.5785  -0.277
O: 1.0090 0.7929 -2.6345  -0.613
C: 0.9818 -0.7710 -0.7490  1.051
O: 0.3713 -0.7533 0.4130  0.824
O: 1.8518 -1.4831 -1.0558  -0.492
C: 3.5936 -4.0158 -2.6141  -0.201
C: 3.7643 -4.5663 -3.9459  0.118
N: 3.9088 -5.0405 -4.9867  -0.466
H: 2.5748 -3.7280 -2.3890  -0.006
H: 4.2280 -3.1288 -2.5480  0.096
H: 4.0064 -4.7013 -1.8766  0.457
C: 0.4363 4.5441 4.4869  0.018
C: -0.3128 5.6165 3.8394  0.227
N: -0.9027 6.4540 3.3347  -0.424
H: 1.4189 4.7914 4.8726  0.370
H: 0.6034 3.7425 3.7690  -0.228
H: -0.2508 4.1864 5.2555  0.077
C: -0.3353 -4.2077 -0.3299  -0.108
C: 0.9672 -4.4792 0.2317  0.248
N: 2.0061 -4.7169 0.6412  -0.546
H: -0.2703 -3.9516 -1.3863  0.374
H: -0.7628 -3.3284 0.1518  -0.408
H: -1.0122 -5.0482 -0.2103  0.473
C: -2.0880 0.7268 7.3264  -0.513
C: -2.5603 0.1299 8.4890  -0.763
C: -3.3784 -0.9776 8.3649  -0.557
C: -3.6558 -1.5085 7.1359  0.044
C: -3.2584 -0.8865 5.9744  0.632
C: -2.4585 0.2400 6.0810  -1.021
N: -4.4359 -2.7264 7.0124  1.217
O: -4.2878 -3.5606 7.8560  -0.630
O: -5.1506 -2.8318 6.0646  -0.630
H: -1.5773 1.6831 7.3780  0.442
H: -2.4178 0.6229 9.4389  0.435
H: -3.6926 -1.5310 9.2445  0.389
H: -3.4571 -1.1702 4.9468  0.570
H: -2.1009 0.7198 5.1784  0.414
C: 3.7734 2.0046 -0.8759  -0.509
C: 3.0127 2.3584 0.2427  -0.294
C: 3.6450 2.6490 1.4384  -0.731
C: 5.0172 2.5301 1.5311  0.027
C: 5.7807 2.2217 0.4282  -0.923
C: 5.1560 1.8592 -0.7473  0.031
N: 5.6848 2.8430 2.7920  1.244
O: 5.0613 3.4529 3.6237  -0.663
O: 6.8066 2.4290 2.9501  -0.626
H: 3.3383 1.8687 -1.8601  0.522
H: 1.9384 2.4636 0.1607  0.524
H: 3.0973 2.9597 2.3172  0.764
H: 6.8587 2.2663 0.4888  0.437
H: 5.8153 1.7931 -1.6063  0.125
C: -5.5144 -3.8954 2.9984  -0.321
C: -5.7024 -2.5347 2.8505  -0.730
C: -5.1672 -1.9108 1.7367  0.213
C: -4.5478 -2.6517 0.7588  -0.565
C: -4.4722 -4.0145 0.8552  -0.012
C: -4.9750 -4.6634 1.9780  -0.650
N: -3.9781 -1.9966 -0.4041  1.260
O: -4.3255 -0.8724 -0.5994  -0.652
O: -3.2545 -2.6416 -1.1267  -0.699
H: -5.7553 -4.3026 3.9780  0.418
H: -6.0600 -1.9159 3.6590  0.360
H: -5.1981 -0.8314 1.6981  0.599
H: -4.0376 -4.6438 0.0875  0.412
H: -4.8334 -5.7288 2.0861  0.384
C: 4.4542 0.7562 -4.6969  -0.268
C: 4.7262 -0.5946 -4.4874  -0.639
C: 6.0302 -0.9841 -4.1922  -0.505
C: 6.9999 0.0039 -4.0734  -0.038
C: 6.7357 1.3654 -4.2127  -0.478
C: 5.4269 1.7146 -4.5083  -0.334
N: 8.3527 -0.4168 -3.6799  1.070
O: 8.5458 -1.5623 -3.4694  -0.619
O: 9.2071 0.4290 -3.6546  -0.655
H: 3.4280 1.0941 -4.7903  0.438
H: 3.8786 -1.2666 -4.5269  0.437
H: 6.2698 -2.0356 -4.1247  0.553
H: 7.4502 2.1087 -3.8914  0.485
H: 5.1278 2.7566 -4.4795  0.539
C: -2.9388 1.8571 -5.9511  -0.719
C: -3.6439 2.2220 -7.0980  -0.347
C: -3.1549 3.1920 -7.9496  -0.658
C: -1.9267 3.7752 -7.6528  0.352
C: -1.2047 3.4034 -6.5420  -0.358
C: -1.7105 2.4550 -5.6729  -0.687
N: -1.3817 4.7790 -8.5564  0.959
O: -2.1671 5.4868 -9.1549  -0.614
O: -0.1847 4.8837 -8.6257  -0.558
H: -3.3913 1.1003 -5.3316  0.474
H: -4.5651 1.7184 -7.3626  0.392
H: -3.7696 3.5854 -8.7480  0.441
H: -0.2256 3.8082 -6.3096  0.431
H: -1.1361 2.1164 -4.8274  0.874
C: -6.3679 1.1825 3.5111  -0.341
C: -7.7081 0.8127 3.4672  -0.602
C: -8.4802 1.1676 2.3717  -0.331
C: -7.9462 1.9846 1.4104  0.335
C: -6.6493 2.4485 1.4902  -0.620
C: -5.8593 2.0287 2.5440  -0.374
N: -8.8025 2.4319 0.3362  0.949
O: -8.5305 3.4918 -0.1804  -0.587
O: -9.7480 1.7620 0.0658  -0.603
H: -5.7647 0.8925 4.3630  0.372
H: -8.1356 0.2541 4.2904  0.410
H: -9.5002 0.8273 2.2412  0.446
H: -6.2588 3.1223 0.7391  0.462
H: -4.8028 2.2557 2.6016  0.514
C: 3.2121 -0.5449 2.8794  -0.373
C: 4.4302 -0.1136 3.3731  -0.765
C: 5.6196 -0.5684 2.8637  -0.608
C: 5.6157 -1.5355 1.8752  -0.414
C: 4.4217 -1.9513 1.3323  -0.328
C: 3.2367 -1.4528 1.8388  0.590
N: 6.8364 -2.2291 1.5197  1.102
O: 6.7843 -3.0339 0.6405  -0.646
O: 7.8290 -1.9616 2.1458  -0.641
H: 2.3097 -0.1613 3.3402  0.713
H: 4.5206 0.6616 4.1284  0.462
H: 6.5265 -0.1732 3.2995  0.418
H: 4.4014 -2.7550 0.6111  0.636
H: 2.2980 -1.8773 1.5063  -0.146
C: 0.5008 0.5001 -9.4468  -0.465
C: 0.3913 0.3699 -8.0650  -0.933
C: 1.1525 1.2048 -7.2470  0.066
C: 2.0040 2.1198 -7.8084  -0.050
C: 2.0955 2.2776 -9.1766  -0.409
C: 1.4072 1.3952 -10.0136  -0.553
N: 2.7497 2.9903 -6.9316  1.264
O: 3.7287 3.5018 -7.3523  -0.656
O: 2.3293 3.1946 -5.8190  -0.582
H: -0.0749 -0.1467 -10.1035  0.405
H: -0.4162 -0.2113 -7.6380  0.417
H: 1.0234 1.1585 -6.1720  0.652
H: 2.6615 3.0183 -9.7286  0.453
H: 1.5930 1.3794 -11.0766  0.412
C: -1.2907 -2.8233 3.1007  0.210
C: -1.9023 -3.7107 3.9665  -0.556
C: -1.5426 -3.7470 5.2983  -0.547
C: -0.5691 -2.8968 5.7798  -0.348
C: 0.1539 -2.1125 4.9066  -0.743
C: -0.2236 -2.0673 3.5796  0.465
N: -0.2686 -2.8796 7.2047  1.289
O: 0.4980 -2.0522 7.6002  -0.663
O: -0.7809 -3.7260 7.8750  -0.658
H: -1.6914 -2.6151 2.1155  -0.051
H: -2.7383 -4.3150 3.6358  0.445
H: -2.0286 -4.4168 5.9971  0.481
H: 1.0231 -1.5664 5.2516  0.574
H: 0.3313 -1.4605 2.8700  0.054

Atomic forces in eV per Å
-1.9785 -0.7891 1.5683
1.5017 1.7061 -0.6072
0.0325 -0.8735 -0.4406
-0.3940 0.1786 -0.1261
0.7829 0.2638 0.2859
-0.1669 -1.0595 -1.3784
0.0162 0.3725 0.6161
0.7398 0.2463 0.0032
-1.4371 -0.2030 0.0592
-0.0321 0.0907 0.2167
-0.1872 2.1566 0.4849
-0.9073 0.3382 0.2966
2.0509 -2.5125 -1.0776
0.8561 0.4168 0.1333
-0.1489 -0.5666 -0.6609
-0.0669 0.3447 0.4764
-0.1214 -0.0888 0.0222
-0.1918 0.1553 0.0526
-0.3183 -0.1699 0.0709
-0.5808 -0.4161 -0.2978
1.0250 -0.2045 0.1809
-0.4654 0.5054 -0.2954
-0.1414 0.5620 0.2047
-0.2656 -0.0886 0.0322
0.4654 -0.3249 0.1843
-0.4946 0.5794 -0.1611
-0.3198 -0.0682 -0.3226
0.7308 -0.1126 0.3462
0.1541 -0.1480 -0.0522
-0.0534 -0.0699 0.0892
0.0180 -0.0801 0.0665
-0.4730 0.6320 0.0415
-0.4432 0.5136 -0.6197
0.5625 -0.8657 1.3734
-0.1431 0.4870 -0.9062
0.6562 0.7628 -0.7848
0.3317 -0.0081 0.1357
0.8225 0.7185 0.6673
0.0961 -1.1430 1.2639
-1.3135 -0.1998 -1.7763
0.3115 -0.2511 0.0564
0.2158 -0.2725 0.1564
-0.1710 0.1754 -0.0702
-0.4003 -0.5909 0.3059
-0.0910 0.0320 0.0578
0.3473 -0.3446 0.1728
0.1478 0.0567 -0.5774
-0.2017 -0.1638 0.4364
-0.1867 0.4296 -0.4806
0.4290 -0.5909 0.3321
0.0688 1.4330 -0.3939
-0.2879 -0.3146 -0.3656
-0.5351 0.5337 0.6570
0.8132 -0.1505 -0.0135
-0.2401 -0.1165 0.1986
0.0109 0.0306 0.0512
-0.1125 -0.0629 -0.0541
0.0220 -0.1563 0.0902
-0.3665 -0.5613 -0.1484
-0.4895 -0.2818 0.8169
1.0066 0.1680 -0.2600
-0.4654 0.8844 0.3041
-0.1035 -0.2421 0.3104
-0.0073 -1.5685 -0.0056
0.3582 0.5678 0.1222
-0.5445 -0.4291 0.2480
-0.2026 1.4731 -0.4388
0.7715 -0.4518 -0.4384
-0.1428 -0.3107 -0.3111
-0.2392 -0.1251 0.0670
0.0427 -0.0332 -0.3050
0.1055 0.4150 -0.1408
-0.1190 -0.0488 -0.0011
-0.4557 -0.2683 0.8009
0.0660 0.6637 -0.2324
-0.4983 0.0625 -0.5110
-0.2917 0.1244 0.1262
-0.4529 -0.6149 0.6245
0.2454 0.5858 0.0498
-0.6281 1.3926 -0.9340
0.2096 -2.6440 0.6096
0.8514 1.1976 0.1872
0.0042 -0.1313 -0.2595
0.3075 -0.3542 -0.0623
0.2086 0.0833 0.2824
0.2256 -0.0825 -0.3791
0.1129 -0.0043 -0.2749
-0.0715 0.1790 -0.5413
0.1318 -0.1962 0.0130
-0.0115 0.6731 0.2233
-0.5324 -0.5706 0.0379
0.7698 -0.0151 0.4126
-0.7828 -0.6136 -0.1902
-0.4963 0.4935 0.1579
-0.2614 -0.0883 -0.2267
0.9242 -0.0770 -0.0362
0.2478 -0.1063 0.3325
-0.0815 0.1008 0.1937
0.2520 -0.1828 -0.2408
-0.1104 0.1970 -0.2984
0.1230 0.1704 0.2527
-0.6583 0.2675 0.5331
0.1916 -0.1526 -0.0446
-0.5510 -0.4757 0.3662
0.7467 0.0755 0.4639
0.3719 0.3078 -0.1983
0.5747 -0.4954 -0.1399
0.8062 0.9428 0.2978
0.2365 0.5015 -0.4466
-1.6023 -1.1668 -0.5871
0.1160 -0.0691 -0.1192
-0.0346 -0.1482 -0.1606
0.0443 0.0565 0.1952
-0.0779 -0.0679 -0.0084
-0.0708 0.3383 -0.1443
0.5235 0.1326 0.1515
0.1062 0.9305 0.2058
0.7222 -0.1222 0.3343
-0.7899 0.3855 0.4306
-0.0860 -0.5563 -0.0668
-1.0031 -0.3546 0.2115
-0.1079 0.8259 0.3485
-0.0822 -1.2436 -1.3724
0.9369 0.2891 0.6146
-0.1735 -0.1459 -0.2537
-0.3672 -0.1558 0.1230
0.1745 -0.2594 -0.2176
-0.0016 0.0851 -0.1040
0.1475 0.0753 -0.2966
0.3772 -0.5330 -0.1807
-0.3230 1.0572 -0.2557
-0.7342 -0.8444 0.3252
-0.4077 -0.0271 -0.5991
0.1593 -0.5356 -1.5338
-0.2713 -0.1291 1.0866
-0.9977 0.0467 0.3761
2.2772 0.9252 -1.3043
-0.7834 -0.2361 1.2286
-0.0115 0.0712 0.1425
0.3143 -0.3056 0.0625
0.1897 0.0394 -0.0538
0.3902 0.1557 0.8142
-0.1949 0.3285 -0.0821
0.0744 0.5305 0.4367
-0.6082 -0.0191 -0.1624
-0.2241 -0.3278 0.6343
-0.0178 -0.2026 -0.9338
0.4733 0.3306 0.0852
0.0804 0.0077 -0.6489
0.0989 -0.3135 -1.1339
0.9419 1.2378 0.5750
-0.8142 -1.0595 1.1381
0.1722 -0.3682 -0.1194
0.1025 -0.0298 -0.0466
-0.0854 0.0525 -0.0695
-0.1942 0.1297 0.0735
-0.0237 0.0735 0.1675

Calculated values
Kohn-Sham gap	8.93	eV
charge	-1